{
  "formula": "C21H41NO7P2Rh",
  "method": "the ωB97M-V functional and the def2-TZVPD basis",
  "symbols": ["Rh", "O", "C", "C", "C", "C", "C", "C", "C", "C", "N", "H", "H", "H", "H", "H", "H", "H", "H", "H", "H", "H", "C", "C", "C", "O", "P", "O", "C", "P", "O", "O", "C", "C", "C", "O", "C", "C", "C", "O", "C", "C", "C", "H", "H", "H", "H", "H", "H", "H", "H", "H", "H", "H", "H", "H", "H", "H", "H", "H", "H", "H", "H", "H", "H", "H", "H", "H", "H", "H", "H", "H", "H"],
  "coordinates": [[-1.704, -0.720, -1.111], [-2.286, 0.677, -2.612], [-1.520, 0.620, -3.876], [-2.080, -0.462, -4.784], [-2.425, -1.738, -4.014], [-1.264, -2.452, -3.382], [-0.486, -3.348, -4.094], [0.456, -4.130, -3.447], [0.600, -4.022, -2.071], [-0.144, -3.083, -1.397], [-1.040, -2.311, -2.053], [-3.220, 0.776, -2.857], [-0.502, 0.418, -3.552], [-1.551, 1.603, -4.340], [-1.343, -0.642, -5.568], [-2.990, -0.124, -5.283], [-2.948, -2.445, -4.658], [-3.154, -1.502, -3.233], [-0.668, -3.462, -5.155], [1.052, -4.838, -4.008], [1.285, -4.651, -1.520], [-0.066, -2.932, -0.333], [4.465, 0.806, 0.011], [3.252, 0.200, -0.644], [3.314, -1.295, -0.812], [2.083, 0.502, 0.271], [0.697, 1.010, -0.144], [0.023, 0.119, -1.231], [-0.270, 0.952, 1.375], [-0.771, -0.714, 1.912], [-1.267, -1.450, 0.654], [0.410, -1.498, 2.464], [1.154, -1.515, 3.794], [0.222, -1.887, 4.915], [1.870, -0.200, 3.973], [-1.868, -0.578, 2.974], [-3.268, -0.054, 2.953], [-3.262, 1.315, 3.586], [-3.867, -0.093, 1.563], [0.737, 2.412, -0.772], [1.403, 3.624, -0.137], [2.234, 4.257, -1.220], [0.311, 4.501, 0.415], [5.322, 0.688, -0.653], [4.690, 0.304, 0.952], [4.330, 1.870, 0.201], [3.040, 0.698, -1.592], [3.544, -1.782, 0.136], [4.105, -1.536, -1.522], [2.373, -1.689, -1.198], [-1.181, 1.539, 1.217], [0.309, 1.432, 2.169], [1.860, -2.321, 3.610], [-0.537, -1.126, 5.087], [0.822, -1.973, 5.822], [-0.260, -2.846, 4.736], [1.198, 0.580, 4.339], [2.351, 0.125, 3.049], [2.650, -0.332, 4.724], [-3.785, -0.766, 3.592], [-2.772, 2.059, 2.953], [-2.769, 1.292, 4.556], [-4.291, 1.638, 3.741], [-3.320, 0.568, 0.871], [-4.883, 0.297, 1.616], [-3.915, -1.109, 1.169], [2.045, 3.238, 0.660], [1.604, 4.599, -2.040], [2.981, 3.566, -1.609], [2.754, 5.122, -0.806], [-0.380, 4.800, -0.373], [0.762, 5.403, 0.828], [-0.248, 4.015, 1.217]],
  "lowdin_charge": [1.347, -0.165, -0.145, -0.131, -0.119, -0.212, 0.045, 0.034, 0.006, -0.066, -0.008, 0.139, 0.112, 0.145, 0.142, 0.138, 0.149, 0.106, 0.149, 0.144, 0.139, 0.113, -0.015, -0.364, -0.019, -0.166, 0.522, -0.340, -0.186, 0.487, -0.384, -0.139, -0.333, -0.026, -0.030, -0.144, -0.348, -0.016, -0.048, -0.152, -0.373, -0.018, -0.023, 0.111, 0.100, 0.085, 0.145, 0.102, 0.110, 0.059, 0.078, 0.099, 0.152, 0.081, 0.113, 0.102, 0.095, 0.074, 0.111, 0.162, 0.082, 0.101, 0.110, 0.060, 0.113, 0.086, 0.137, 0.103, 0.085, 0.111, 0.103, 0.111, 0.074],
  "total_charge": 3,
  "mol_weight_g_mol": 584.41,
  "homo_lumo_gap_ev": 7.149
}

---

{
  "formula": "C4H13NO3",
  "method": "the ωB97M-V functional and the def2-TZVPD basis",
  "symbols": ["C", "N", "C", "C", "C", "H", "H", "H", "H", "H", "H", "H", "O", "H", "H", "O", "H", "H", "O", "H", "H"],
  "coordinates": [[-0.530, 1.446, -0.515], [0.704, 1.086, -0.263], [1.799, 0.409, -0.118], [1.608, -0.563, -1.121], [2.810, 0.698, 0.934], [-1.009, 1.936, 0.343], [-0.618, 2.023, -1.446], [1.457, -0.250, -2.132], [1.325, -1.589, -0.881], [3.708, 1.051, 0.439], [2.403, 1.508, 1.539], [3.088, -0.168, 1.548], [0.548, -0.866, 2.223], [0.054, -1.696, 2.258], [0.275, -0.425, 1.418], [-4.539, -0.890, -1.352], [-4.523, 0.033, -1.623], [-3.695, -0.994, -0.892], [-1.699, -1.141, -0.431], [-1.798, -1.389, 0.504], [-1.368, -0.218, -0.434]],
  "lowdin_charge": [-0.085, 0.027, -0.442, 0.091, -0.026, 0.078, 0.079, 0.061, 0.072, 0.079, 0.087, 0.088, -0.040, 0.049, -0.011, -0.072, 0.026, -0.015, -0.075, 0.051, -0.025],
  "total_charge": 0,
  "smiles": "C=NC(=C)C.O.O.O",
  "mol_weight_g_mol": 123.15,
  "homo_lumo_gap_ev": 7.732
}

---

{
  "formula": "C4H8O3S2",
  "method": "the ωB97M-V functional and the def2-TZVPD basis",
  "symbols": ["C", "C", "C", "C", "O", "O", "O", "S", "S", "H", "H", "H", "H", "H", "H", "H", "H"],
  "coordinates": [[-0.325, 1.822, 0.066], [0.910, 1.514, 0.886], [-0.609, -0.690, -0.808], [-0.929, -2.135, -0.652], [-1.772, -0.064, 1.478], [2.257, -0.906, 1.090], [2.368, 0.253, -1.027], [-1.621, 0.471, 0.120], [1.586, -0.067, 0.131], [-0.678, 2.658, 0.561], [-0.081, 1.987, -0.891], [1.863, 1.993, 0.790], [0.505, 1.336, 1.892], [-0.344, -0.330, -1.803], [-1.980, -2.440, -0.254], [-0.219, -2.661, -0.053], [-0.930, -2.742, -1.527]],
  "lowdin_charge": [-0.342, -0.229, -0.410, -0.152, -0.495, -0.331, -0.331, 0.925, 0.727, 0.068, 0.046, 0.089, 0.108, 0.082, 0.120, 0.066, 0.058],
  "total_charge": 0,
  "mol_weight_g_mol": 168.24,
  "homo_lumo_gap_ev": [7.523, 7.087],
  "spin_multiplicity": 3
}

---

{
  "formula": "C19H35BrIN3O6P",
  "method": "the ωB97M-V functional and the def2-TZVPD basis",
  "symbols": ["C", "C", "C", "C", "C", "C", "P", "N", "C", "C", "I", "N", "N", "C", "C", "C", "Br", "H", "H", "H", "H", "H", "H", "H", "H", "H", "H", "H", "H", "H", "H", "H", "H", "H", "H", "H", "C", "C", "O", "C", "O", "O", "C", "H", "H", "H", "H", "H", "H", "H", "H", "C", "C", "O", "C", "O", "O", "C", "H", "H", "H", "H", "H", "H", "H", "H"],
  "coordinates": [[2.080, -1.588, -1.747], [2.298, -0.007, -1.397], [2.799, 0.706, -2.722], [0.999, 0.542, -0.655], [0.461, 1.981, -1.135], [1.468, 3.130, -0.861], [3.141, 2.957, 0.003], [2.882, 2.594, 1.567], [0.928, 4.519, -1.377], [-0.472, 4.335, -2.002], [-1.368, 6.206, -2.748], [-1.283, 3.227, -2.185], [-0.818, 2.055, -1.731], [-1.781, 0.903, -1.924], [-1.654, 0.183, -3.355], [-1.499, -1.402, -3.085], [-0.288, 0.945, -4.569], [3.098, -2.094, -1.549], [1.326, -2.071, -1.038], [1.780, -1.760, -2.831], [3.172, -0.005, -0.642], [3.851, 1.144, -2.532], [2.975, -0.110, -3.520], [2.125, 1.476, -3.207], [0.216, -0.278, -0.646], [1.288, 0.703, 0.454], [3.803, 4.224, -0.101], [3.964, 1.948, -0.583], [1.849, 2.537, 1.628], [1.508, 5.489, -1.279], [-2.837, 1.370, -1.896], [-1.771, 0.182, -1.030], [-2.664, 0.300, -3.897], [-2.571, -1.786, -2.890], [-1.039, -1.977, -3.950], [-0.941, -1.560, -2.095], [6.306, -2.529, 4.000], [5.201, -2.682, 5.027], [4.793, -1.408, 5.541], [3.994, -0.688, 4.738], [3.593, -1.023, 3.648], [3.738, 0.481, 5.345], [2.973, 1.387, 4.550], [7.137, -1.952, 4.414], [6.675, -3.506, 3.682], [5.955, -1.991, 3.117], [5.574, -3.256, 5.878], [4.344, -3.227, 4.621], [2.054, 0.921, 4.190], [3.575, 1.748, 3.715], [2.705, 2.238, 5.177], [-5.912, 0.638, 0.232], [-5.966, 0.056, -1.168], [-5.587, -1.325, -1.166], [-6.528, -2.184, -0.734], [-7.638, -1.892, -0.366], [-6.006, -3.420, -0.759], [-6.873, -4.423, -0.228], [-4.930, 0.466, 0.682], [-6.112, 1.711, 0.212], [-6.647, 0.165, 0.886], [-5.248, 0.578, -1.805], [-6.953, 0.187, -1.621], [-7.851, -4.400, -0.712], [-6.975, -4.294, 0.852], [-6.416, -5.395, -0.419]],
  "lowdin_charge": [-0.079, -0.377, -0.130, -0.101, -0.075, -0.175, 0.796, -0.287, 0.002, -0.622, 0.830, 0.056, -0.109, -0.128, -0.660, -0.118, 0.722, 0.100, 0.080, 0.078, 0.121, 0.074, 0.090, 0.020, 0.088, 0.124, 0.021, 0.003, -0.023, 0.116, 0.138, 0.140, 0.104, 0.101, 0.088, 0.061, -0.069, -0.214, 0.035, -0.589, 0.103, 0.005, -0.066, 0.084, 0.080, 0.070, 0.125, 0.123, 0.089, 0.056, 0.095, -0.064, -0.221, 0.014, -0.590, 0.133, -0.001, -0.038, 0.076, 0.082, 0.081, 0.102, 0.130, 0.100, 0.102, 0.096],
  "total_charge": 1,
  "mol_weight_g_mol": 639.29,
  "homo_lumo_gap_ev": 6.682
}

---

{
  "formula": "C11H14O2",
  "method": "the ωB97M-V functional and the def2-TZVPD basis",
  "symbols": ["C", "C", "C", "C", "C", "C", "C", "C", "C", "O", "C", "C", "O", "H", "H", "H", "H", "H", "H", "H", "H", "H", "H", "H", "H", "H", "H"],
  "coordinates": [[-2.906, 0.146, 0.987], [-2.165, -0.370, -0.312], [-2.511, -1.909, -0.507], [-0.698, 0.013, -0.238], [0.280, -1.012, -0.075], [1.593, -0.684, -0.067], [1.876, 0.688, -0.201], [0.940, 1.683, -0.168], [-0.371, 1.414, -0.317], [-1.277, 2.412, -0.455], [3.291, 1.013, 0.207], [3.852, -0.561, 0.012], [2.710, -1.517, -0.070], [-2.154, 0.030, 1.931], [-3.013, 1.304, 0.889], [-3.942, -0.166, 1.239], [-2.519, 0.292, -1.169], [-2.380, -2.471, 0.433], [-3.598, -2.071, -0.867], [-1.894, -2.300, -1.282], [-0.041, -2.035, 0.104], [1.180, 2.701, -0.330], [-2.257, 2.070, -0.410], [3.447, 1.267, 1.216], [3.813, 1.644, -0.423], [4.323, -0.738, -1.044], [4.420, -0.842, 0.918]],
  "lowdin_charge": [-0.079, -0.358, -0.077, -0.128, 0.046, -0.240, -0.171, 0.011, -0.293, 0.027, -0.046, -0.077, -0.058, 0.136, 0.072, 0.071, 0.141, 0.079, 0.101, 0.050, 0.119, 0.125, 0.125, 0.093, 0.079, 0.145, 0.108],
  "total_charge": 0,
  "smiles": "CC(C)c1cc2c(cc1O)CCO2",
  "mol_weight_g_mol": 178.23,
  "homo_lumo_gap_ev": 8.576
}

---

{
  "formula": "C4H8O2",
  "method": "the ωB97M-V functional and the def2-TZVPD basis",
  "symbols": ["C", "C", "C", "O", "C", "O", "H", "H", "H", "H", "H", "H", "H", "H"],
  "coordinates": [[0.020, -1.247, 1.345], [-0.106, 0.051, 0.536], [1.067, 0.417, -0.383], [0.489, 0.720, -1.665], [-0.889, 0.816, -1.407], [-1.169, -0.105, -0.395], [0.824, -1.202, 2.090], [-0.909, -1.440, 1.898], [0.193, -2.123, 0.707], [-0.305, 0.882, 1.228], [1.645, 1.308, -0.070], [1.686, -0.473, -0.479], [-1.139, 1.839, -1.067], [-1.450, 0.546, -2.302]],
  "lowdin_charge": [-0.035, -0.368, -0.126, -0.088, -0.240, -0.064, 0.082, 0.082, 0.087, 0.144, 0.132, 0.121, 0.136, 0.138],
  "total_charge": 0,
  "smiles": "C[C@H]1COCO1",
  "mol_weight_g_mol": 88.11,
  "homo_lumo_gap_ev": 11.128
}

---

Number 1: calculated total energy -2198.66701 Ha. Number 2: calculated total energy -440.51407 Ha. Number 3: calculated total energy -1179.08698 Ha. Number 4: calculated total energy -4573.27749 Ha. Number 5: calculated total energy -577.94847 Ha. Number 6: calculated total energy -307.66276 Ha.